1.
45
Properties=species:S:1:pos:R:3:mulliken_charge:R:1 method="wB97M-V/def2-TZVPD" gap_ev="6.989 / 6.624" lumo_ha="-0.346 / -0.374" spin_multiplicity=2 charge=+2 homo_ev="-16.4 / -16.8"
N -1.88 -0.57 1.33 -0.736
C -2.86 -1.29 1.47 0.700
O -3.82 -1.96 1.59 -0.345
Hg -0.73 3.14 2.39 0.686
Nb 0.05 0.05 1.28 0.772
N 0.15 1.98 0.54 0.089
N 0.66 -1.37 0.06 0.600
C -0.42 2.57 -0.69 0.715
C 0.12 -2.42 -0.82 0.738
C -0.16 4.07 -0.71 -1.473
C 0.22 1.96 -1.94 -1.481
C -1.92 2.30 -0.71 -1.399
C -0.40 -3.56 0.05 -1.245
C 1.22 -2.95 -1.74 -1.617
C -1.02 -1.84 -1.64 -1.368
H -0.60 4.58 0.15 0.322
H -0.63 4.50 -1.61 0.462
H 0.92 4.29 -0.75 0.376
H 1.29 2.20 -2.00 0.471
H -0.27 2.39 -2.82 0.506
H 0.10 0.87 -1.98 0.280
H -2.14 1.22 -0.72 0.205
H -2.35 2.76 -1.61 0.506
H -2.42 2.74 0.16 0.316
H 0.41 -3.98 0.66 0.361
H -0.82 -4.34 -0.59 0.454
H -1.19 -3.20 0.72 0.186
H 1.99 -3.49 -1.18 0.388
H 1.69 -2.14 -2.30 0.399
H 0.77 -3.65 -2.46 0.443
H -1.42 -2.63 -2.29 0.509
H -0.66 -1.02 -2.28 0.307
H -1.83 -1.47 -1.00 0.223
C 1.62 2.15 0.67 -0.760
H 2.03 1.34 1.33 0.322
H 2.15 2.13 -0.29 0.341
H 1.85 3.10 1.18 0.473
C 1.97 -1.66 0.69 -0.930
H 2.10 -1.07 1.63 0.363
H 2.05 -2.72 0.94 0.431
H 2.80 -1.41 0.00 0.351
F 0.30 -1.67 3.70 -0.185
C 0.32 -0.30 3.41 0.690
F -0.73 0.22 4.16 -0.205
F 1.48 0.17 4.02 -0.240


2.
52
Properties=species:S:1:pos:R:3:mulliken_charge:R:1 method="wB97M-V/def2-TZVPD" gap_ev=8.136 lumo_ha=-0.090 charge=+1 homo_ev=-10.6 relative_energy_kcal_mol=0.0
Ga -0.50 -2.12 0.88 0.195
C 2.16 -3.45 1.37 -0.728
O 1.56 -2.16 1.08 -0.265
H 3.22 -3.32 1.53 0.321
H 1.96 -4.16 0.57 0.321
H 1.69 -3.81 2.29 0.265
H 1.95 -1.82 0.26 0.340
N -2.38 -2.22 4.44 -0.020
C -1.15 -2.25 5.05 -0.583
C -0.24 -2.22 4.05 -0.247
N -0.90 -2.16 2.85 0.078
C -2.19 -2.17 3.11 -0.324
H -3.28 -2.25 4.90 0.217
H -1.04 -2.30 6.12 0.401
H 0.84 -2.22 4.12 0.486
H -2.97 -2.17 2.37 0.534
O -0.64 -0.23 0.73 0.147
As -0.12 0.79 -0.51 1.287
C 1.65 0.25 -1.02 0.206
C 2.83 0.83 -0.59 -0.186
C 4.05 0.28 -0.96 -0.788
C 4.08 -0.86 -1.76 -0.543
C 2.90 -1.45 -2.18 -0.414
C 1.68 -0.90 -1.82 -0.605
C -0.30 2.58 0.13 0.444
C -1.54 2.87 0.69 -0.648
C -1.79 4.15 1.16 -0.673
C -0.81 5.12 1.08 -0.444
C 0.42 4.83 0.51 -0.780
C 0.68 3.55 0.03 -0.148
C -1.24 0.52 -2.03 0.327
C -1.03 1.29 -3.17 -0.272
C -1.84 1.09 -4.27 -0.706
C -2.83 0.12 -4.24 -0.425
C -3.01 -0.66 -3.10 -0.743
C -2.22 -0.47 -1.98 -0.197
H 2.82 1.69 0.07 0.449
H 4.97 0.74 -0.63 0.425
H 5.03 -1.29 -2.05 0.432
H 2.92 -2.34 -2.80 0.465
H 0.75 -1.35 -2.17 0.322
H -2.31 2.11 0.75 0.371
H -2.76 4.38 1.60 0.396
H -1.00 6.12 1.45 0.396
H 1.18 5.60 0.43 0.423
H 1.63 3.35 -0.44 0.334
H -0.26 2.05 -3.19 0.412
H -1.70 1.69 -5.16 0.416
H -3.46 -0.04 -5.10 0.399
H -3.77 -1.43 -3.09 0.441
H -2.32 -1.12 -1.12 0.159
O -1.36 -3.08 -0.20 -0.666


3.
76
Properties=species:S:1:pos:R:3:mulliken_charge:R:1 method="wB97M-V/def2-TZVPD" gap_ev=9.659 lumo_ha=0.020 homo_ev=-9.1
N -2.45 -6.00 0.74 -0.263
O -3.44 -6.89 0.25 -0.236
S -4.15 -7.82 1.43 0.698
O -5.28 -8.41 0.76 -0.502
O -3.02 -9.02 1.47 -0.268
P -1.75 -8.90 2.55 0.221
O -0.56 -8.80 1.44 -0.386
O -1.60 -10.47 2.95 -0.417
H -1.67 -6.52 1.12 0.200
H -2.87 -5.40 1.44 0.273
H -0.92 -8.65 0.56 0.331
H -1.70 -10.58 3.90 0.358
C 2.20 -6.29 -3.71 -0.672
O 3.13 -6.70 -2.72 -0.373
C 2.92 -6.08 -1.46 -0.589
C 2.14 -6.95 -0.50 -0.440
O 0.82 -7.22 -0.96 -0.261
C 0.69 -8.46 -1.63 -0.986
H 2.25 -7.01 -4.52 0.248
H 1.18 -6.26 -3.32 0.267
H 2.47 -5.30 -4.10 0.322
H 2.43 -5.12 -1.58 0.312
H 3.91 -5.90 -1.02 0.379
H 2.05 -6.42 0.45 0.354
H 2.67 -7.89 -0.32 0.353
H 0.63 -9.28 -0.91 0.396
H 1.51 -8.65 -2.31 0.419
H -0.24 -8.42 -2.20 0.274
C -2.05 -1.02 2.97 -0.728
O -2.41 -2.10 2.14 -0.334
C -3.43 -1.79 1.20 -0.497
C -2.89 -1.44 -0.17 -0.503
O -2.09 -0.27 -0.15 -0.306
C -0.70 -0.52 -0.08 -0.595
H -1.10 -1.26 3.43 0.239
H -1.95 -0.09 2.41 0.278
H -2.80 -0.87 3.76 0.321
H -4.07 -0.98 1.58 0.315
H -4.06 -2.69 1.10 0.389
H -3.73 -1.25 -0.84 0.339
H -2.32 -2.28 -0.57 0.332
H -0.30 -0.79 -1.07 0.308
H -0.47 -1.32 0.63 0.356
H -0.22 0.40 0.26 0.077
C 1.15 4.54 2.17 -0.544
O 0.81 3.41 1.38 -0.361
C -0.26 3.65 0.48 -0.477
C 0.22 3.98 -0.92 -0.527
O 0.99 5.17 -0.96 -0.296
C 2.39 4.96 -0.94 -0.791
H 2.14 4.35 2.59 0.255
H 1.19 5.46 1.58 0.123
H 0.44 4.67 2.99 0.312
H -0.90 4.46 0.86 0.333
H -0.86 2.74 0.43 0.305
H -0.66 4.13 -1.55 0.369
H 0.80 3.14 -1.33 0.367
H 2.75 4.68 -1.94 0.277
H 2.67 4.19 -0.23 0.374
H 2.86 5.90 -0.65 0.241
C -0.18 10.11 0.93 -0.785
O 0.70 9.04 0.62 -0.391
C 0.58 8.56 -0.71 0.149
C 1.61 9.16 -1.64 -0.560
O 1.50 10.56 -1.78 -0.398
C 2.37 11.30 -0.95 -0.745
H 0.19 10.58 1.84 0.263
H -0.20 10.85 0.13 0.342
H -1.20 9.74 1.10 0.313
H -0.43 8.76 -1.10 0.307
H 0.72 7.48 -0.69 -0.062
H 1.48 8.72 -2.63 0.338
H 2.62 8.90 -1.29 0.366
H 3.39 11.30 -1.35 0.316
H 2.39 10.89 0.07 0.326
H 2.00 12.32 -0.91 0.255